[1]
The following is a quantum chemistry calculation of 11 unconnected molecules or ions with the total composition C25H74F3N13O13S, from the Open Molecules 2025 dataset.

Properties
Strongest force on any atom   2.2 eV/A
Energy relative to the best compared isomer or geometry (same formula, charge and spin)   0.0 kcal/mol
Total charge   0
Lowest unoccupied orbital energy   -1.3527 eV

Geometry (Å):
S -7.03196 -19.34928 -4.12211
F -9.24951 -20.22188 -2.99272
F -7.95851 -19.14376 -1.63099
F -7.38102 -21.09795 -2.17494
O -4.10245 -19.62557 0.63579
O -7.37955 -25.44172 -4.43333
O -4.49496 -16.49082 -2.67174
O -10.90104 -24.29921 -7.98279
O -11.82274 -17.84595 -1.40011
O -9.12822 -15.21652 0.07952
O -5.66369 -19.02034 -3.68790
O -3.03955 -18.76436 -3.19421
O -7.69812 -16.95844 -9.26730
O -4.94806 -22.31200 -9.79494
O -7.79153 -18.11916 -4.42967
O -9.29609 -19.52469 1.83540
O -7.04903 -20.40656 -5.10983
N -10.71065 -23.20933 -5.32010
N -11.75046 -14.12681 0.34285
N -9.76620 -17.12247 -2.12328
N -7.79090 -23.24506 -5.01295
N -6.62490 -15.76619 -3.03208
N -3.81876 -22.36548 -0.39501
N -5.82631 -23.84941 -4.10169
N -7.96425 -17.02194 -7.01992
N -11.24639 -17.92791 -3.62481
N -7.44653 -18.91397 -8.11024
N -5.20617 -14.49413 -1.79465
N -4.31938 -20.41223 -6.67407
N -12.87761 -18.50519 1.28658
C -11.04153 -22.46048 -6.53624
C -7.94183 -16.00847 0.25325
C -3.93580 -22.80745 -7.00729
C -5.27957 -21.50812 -8.67484
C -2.88191 -20.14747 0.13285
C -8.35844 -20.51226 1.55142
C -2.73518 -21.67006 0.30482
C -7.05560 -24.24448 -4.46508
C -10.99171 -12.65384 2.16103
C -11.01687 -17.64402 -2.29559
C -9.38861 -14.48143 1.26084
C -10.40342 -25.00944 -9.09750
C -4.11536 -21.45679 -7.66949
C -5.36913 -15.62571 -2.54409
C -4.93677 -18.92897 -0.26724
C -1.34110 -22.15287 -0.09731
C -10.65173 -19.67618 1.44850
C -7.72791 -17.59722 -8.21238
C -10.76009 -20.98539 -6.22930
C -7.99263 -19.99976 -2.63881
C -11.56478 -18.55149 1.92408
C -6.11553 -22.57875 -10.51033
C -10.23708 -23.07691 -7.66884
C -11.73567 -18.53059 3.45310
C -10.56062 -13.51498 0.96372
H -10.14494 -12.18595 2.66878
H -10.86114 -18.94487 3.95145
H -11.00254 -20.67067 1.74461
H -2.91750 -21.90944 1.35655
H -10.22967 -22.53153 -8.62003
H -7.89699 -20.38373 0.56401
H -9.71941 -15.19410 2.02466
H -10.33281 -24.31113 -9.93927
H -6.01984 -13.92763 -1.65128
H -9.67737 -20.90639 -6.13474
H -3.67943 -23.52048 -7.78904
H -2.06035 -19.64676 0.65331
H -7.56946 -20.50499 2.30148
H -6.21614 -21.68130 -8.13079
H -11.12107 -17.59662 1.61216
H -3.20452 -22.85778 -6.19774
H -11.04833 -24.16339 -5.41186
H -9.07628 -17.13467 -2.85142
H -3.24270 -21.26342 -8.29958
H -4.85221 -23.10749 -6.49014
H -11.32541 -13.32312 2.95916
H -8.24143 -16.83677 0.90385
H -3.66718 -22.16637 -1.38237
H -7.12300 -15.52308 0.79093
H -2.68003 -18.93738 -4.09113
H -0.67198 -21.83432 0.70134
H -10.95585 -25.90409 -9.36497
H -3.97355 -18.45133 -3.34185
H -4.91150 -20.81170 -5.95653
H -12.04416 -17.52225 3.73576
H -13.38917 -17.67312 1.55020
H -12.59094 -19.12484 3.78563
H -8.80259 -23.47868 -5.05983
H -7.41047 -19.39460 -8.99452
H -7.91545 -16.01836 -6.97088
H -9.37548 -25.24473 -8.79487
H -11.14954 -20.55464 -5.30879
H -8.81378 -21.50709 1.48515
H -2.84653 -19.91536 -0.93717
H -5.25516 -24.52456 -3.62153
H -11.35414 -14.77410 -0.33114
H -4.72348 -21.96470 -0.17487
H -12.28443 -14.63464 1.03957
H -1.28788 -23.22137 -0.27737
H -7.53303 -22.27252 -4.87720
H -4.29124 -14.35435 -1.40650
H -5.41168 -20.49653 -9.08251
H -5.89460 -23.27537 -11.32247
H -11.72560 -11.93112 1.81866
H -10.37399 -18.13348 -4.08145
H -9.61441 -16.65225 -1.24066
H -12.12040 -18.40980 -3.76261
H -6.67365 -16.49421 -3.73265
H -4.45765 -18.01555 -0.63280
H -4.75122 -19.55527 -6.99538
H -7.52554 -16.41066 -0.66561
H -11.01476 -20.42445 -7.12739
H -10.74338 -19.68502 0.35514
H -9.19744 -23.27544 -7.39244
H -8.54231 -13.87578 1.59314
H -10.21245 -12.85935 0.15914
H -5.55928 -22.88254 -4.12608
H -7.40057 -19.47116 -7.27803
H -7.27963 -15.02171 -2.87985
H -12.11590 -22.51674 -6.73230
H -2.47495 -18.06094 -2.81874
H -1.13140 -21.52550 -0.96901
H -12.70559 -18.38982 0.29182
H -7.80771 -17.51094 -6.13744
H -11.24093 -22.81333 -4.55168
H -6.90320 -23.17555 -10.03496
H -6.63614 -21.66793 -10.82587
H -5.85871 -18.59654 0.20872
H -5.20728 -19.60165 -1.08503

Atoms 1-2, force components in eV/Å:
S 0.709 1.336 0.316
F 0.244 -0.339 0.079

***

[2]
The following is a quantum chemistry calculation of 12 unconnected molecules or ions with the total composition C25H74NO25S, from the Open Molecules 2025 dataset.

Properties
Strongest force on any atom   10.5 eV/A
Energy relative to the best compared isomer or geometry (same formula, charge and spin)   0.0 kcal/mol
Total charge   -1
Lowest unoccupied orbital energy   0.9290 eV

Geometry (Å):
S 50.97900 34.47700 38.45300
O 52.32700 34.43800 37.85800
O 47.51300 33.49400 42.15200
O 50.36600 35.46600 35.17900
O 49.74300 32.07900 35.86300
O 55.17000 39.31700 36.37000
O 50.90000 33.65300 39.61500
O 52.20000 31.59300 40.70200
O 50.65300 35.84200 38.98200
O 48.81500 29.57000 37.48300
O 49.19900 31.83600 40.34700
O 53.75200 36.00000 36.33800
O 53.57800 32.53800 36.68000
O 54.75400 34.31000 38.92000
O 52.97400 28.80900 36.98100
O 47.14000 31.42200 33.52100
O 54.76900 37.33500 43.02000
O 47.37900 34.31300 37.60600
O 45.18900 34.29400 40.46000
O 52.14500 37.55800 40.52600
O 48.68800 37.34200 39.75500
O 58.01800 34.18000 37.40800
O 50.37700 34.11000 42.23900
O 50.40000 38.18400 37.71200
O 49.98300 34.09400 37.49800
O 55.17900 33.47700 41.59900
N 53.20600 34.71300 32.83100
C 49.20200 30.03800 38.77700
C 54.48100 34.76200 33.56900
C 52.75500 31.28300 36.87800
C 48.54600 31.33900 39.23600
C 52.83200 33.40900 32.52600
C 45.55500 33.96100 39.15200
C 49.21200 34.89400 42.48700
C 54.26100 37.13000 36.97900
C 55.10300 37.92000 36.06200
C 53.65900 37.86200 42.41900
C 53.00300 36.92900 41.33900
C 51.40600 34.69400 34.66900
C 48.10000 34.17100 43.16100
C 53.53700 31.85100 41.01200
C 53.43800 35.41600 31.44800
C 48.95000 38.25900 37.52400
C 53.79900 33.27600 41.69600
C 55.88600 33.78300 38.25400
C 57.05200 34.69700 38.24200
C 53.74100 30.06100 36.69300
C 48.37800 32.15100 35.39000
C 47.01700 34.52900 38.99400
C 48.45700 38.46300 39.03300
C 48.43200 31.33800 34.07300
C 52.10600 35.50100 33.55200
H 47.44000 31.29700 39.33900
H 50.11600 34.97500 35.95600
H 53.67100 33.12200 42.77600
H 47.68900 33.96800 39.64600
H 47.17700 35.53200 39.33300
H 49.07600 35.35400 41.57000
H 56.07800 32.79700 38.78800
H 54.26600 34.48800 34.44700
H 55.19000 33.83100 40.76200
H 51.24700 35.77100 32.69500
H 53.36400 37.39900 37.27700
H 52.78400 32.59600 33.33400
H 52.45200 36.08500 41.62900
H 53.99000 32.11500 39.93700
H 57.32800 35.03800 39.10600
H 47.44800 38.67300 39.20000
H 52.77400 28.66100 37.86700
H 50.54600 37.38000 38.12900
H 52.67500 35.28500 30.76300
H 53.61200 36.50100 31.72200
H 55.99400 37.47600 36.40200
H 44.89500 34.55600 38.67400
H 55.30400 36.86900 42.31300
H 48.76800 38.98000 36.90600
H 54.04500 34.19600 38.48800
H 48.94800 39.31200 39.51200
H 45.43100 32.88300 39.10900
H 51.70300 36.76300 40.17300
H 52.84100 38.42300 42.95000
H 47.63500 32.03500 36.11800
H 45.79800 33.75600 40.98100
H 53.75900 36.25800 40.62600
H 48.69400 32.15400 38.56400
H 53.11800 35.50000 36.86700
H 52.37000 31.16400 37.98300
H 54.76900 36.70100 37.73700
H 57.79800 34.15300 36.49200
H 48.33800 37.48800 37.02700
H 48.45100 30.37100 34.30900
H 51.93300 33.16900 32.14400
H 54.61600 30.39200 37.28400
H 53.09700 34.09100 41.44600
H 48.49100 33.34100 35.16200
H 49.41800 35.89700 42.81000
H 54.16400 30.02500 35.71100
H 55.72800 33.44900 37.12300
H 51.93600 31.31300 36.22200
H 46.51000 30.66800 33.79900
H 49.54600 37.00700 39.34800
H 54.19100 35.08800 30.89000
H 49.84600 32.76100 36.60300
H 54.65100 39.78200 35.79300
H 49.32100 31.42600 33.24500
H 50.30500 30.22600 38.58300
H 49.70400 32.60300 40.09100
H 52.48600 36.39500 33.91800
H 54.15800 31.05300 41.49800
H 51.72000 32.35100 40.21700
H 55.09900 33.97400 32.94900
H 54.16600 38.65800 41.88700
H 50.87800 33.82600 34.01700
H 56.74000 35.52800 37.49900
H 50.59400 34.21400 41.31600
H 48.51100 33.77600 44.14200
H 47.33400 34.83800 43.57100
H 48.25700 33.12600 41.52900
H 54.82800 37.97600 35.08400
H 48.36100 34.23700 37.50000
H 53.65000 32.89000 32.03200
H 49.13000 30.24400 37.04300
H 48.92600 29.25400 39.51900
H 52.96600 33.13100 37.06300
H 55.05600 35.73400 33.50800
H 52.06800 34.40800 35.49000

Atoms 1-2, force components in eV/Å:
S 0.746 4.302 1.996
O -0.548 0.072 -0.045

***

Gap between HOMO and LUMO: 7.2 7.2 (eV)